Entry 1:
A structure of composition C31H44GeNO9SW in a non-equilibrium geometry, computed with ωB97M-V with the def2-TZVPD basis set.

Atoms and positions in Å:
W  -0.02860  0.27236  -0.13018
C  -3.71715  1.01377  -0.71871
C  -2.78471  2.10780  -1.19192
C  -3.26779  3.47083  -0.70792
C  -2.68868  2.09495  -2.71640
O  -1.49088  1.87348  -0.57230
Ge  -0.07181  3.19825  -0.66240
O  0.77413  1.72723  -1.49160
C  2.02184  1.91891  -2.25058
C  2.50944  0.57614  -2.76331
C  1.63925  2.80676  -3.43160
C  3.06568  2.61129  -1.38365
O  0.31480  2.19160  0.92598
C  0.14991  2.79120  2.24906
C  1.28823  2.30718  3.13406
C  0.26334  4.30662  2.10176
C  -1.22761  2.46243  2.82768
H  -4.70716  1.12861  -1.16025
H  -3.31525  0.06184  -1.06141
H  -3.81332  1.01967  0.36929
H  -4.29876  3.62110  -1.02899
H  -3.23447  3.52417  0.38216
H  -2.67293  4.28665  -1.12093
H  -3.61259  2.47665  -3.15162
H  -1.87010  2.74251  -3.04383
H  -2.49514  1.09930  -3.10490
H  1.76492  0.12519  -3.41839
H  3.41559  0.72937  -3.34883
H  2.76006  -0.09918  -1.95032
H  0.86294  2.32715  -4.02807
H  1.27945  3.78268  -3.09684
H  2.51048  2.97362  -4.06427
H  3.31550  2.02136  -0.50584
H  3.97511  2.75692  -1.96661
H  2.71313  3.59983  -1.07292
H  2.24650  2.58179  2.69043
H  1.21383  2.76815  4.11958
H  1.26656  1.23156  3.26520
H  1.20692  4.58202  1.62513
H  -0.56039  4.73313  1.52662
H  0.23605  4.75926  3.09249
H  -1.27475  1.44981  3.21445
H  -1.46700  3.14705  3.64179
H  -1.98296  2.57909  2.04714
O  4.01613  -0.39150  0.37283
C  2.91295  -0.38194  0.86745
O  1.92168  0.26740  0.27877
C  2.66261  -1.04168  2.19395
C  3.78634  -1.47100  2.89661
C  3.66620  -2.09058  4.12841
C  2.40807  -2.29754  4.67764
C  1.27796  -1.88535  3.99100
C  1.40365  -1.25381  2.75415
S  -0.14160  -0.69119  2.09535
H  4.75196  -1.30804  2.43990
H  4.55063  -2.41787  4.65644
H  2.30257  -2.78450  5.63700
H  0.29234  -2.04341  4.40669
O  2.03977  -5.42607  -3.91320
C  2.09549  -5.42473  -2.67641
O  2.43302  -6.27982  -1.84596
C  1.60080  -4.10200  -2.03122
C  1.78998  -3.85691  -0.67899
C  1.31637  -2.68944  -0.11088
N  0.64270  -1.76857  -0.81529
C  0.44328  -2.01943  -2.12526
C  0.91364  -3.13962  -2.76691
C  -0.44476  -1.02270  -2.77019
O  -0.74863  -1.03524  -3.93445
O  -0.91933  -0.16662  -1.87650
H  2.29383  -4.60958  -0.08822
H  1.44607  -2.51522  0.93714
H  0.73193  -3.29043  -3.82176
C  -1.95268  -3.29409  1.14579
C  -2.57402  -2.14344  0.25566
C  -2.57574  -2.64895  -1.18479
C  -4.03275  -2.00573  0.75191
C  -1.78991  -0.91464  0.59244
H  -2.61458  -4.15251  1.02061
H  -1.91554  -3.01868  2.19356
H  -0.95844  -3.56060  0.79877
H  -3.18827  -3.55070  -1.21319
H  -1.58804  -2.93315  -1.54431
H  -3.00555  -1.92291  -1.87622
H  -4.54723  -2.95329  0.59498
H  -4.57960  -1.23576  0.21364
H  -4.06915  -1.77576  1.81797
H  -2.26576  -0.49250  1.48684

Properties
multiplicity	2
HOMO energy (alpha / beta)	-7.7 / -7.7	eV
strongest force on any atom	1.0	eV/A
HOMO-LUMO gap (alpha / beta)	0.214 / 0.208	hartree
charge	0
LUMO level (alpha / beta)	-0.0700 / -0.0764	hartree

---

Entry 2:
A structure of composition C31H44N7O3STi in a non-equilibrium geometry, computed with ωB97M-V with the def2-TZVPD basis set.

Atoms and positions in Å:
Ti  -1.45927  -0.00567  -0.84940
C  -0.22635  1.90289  1.48913
N  -1.36193  1.21017  0.86663
C  -2.56775  1.49840  1.26182
C  -3.68573  0.81851  0.72062
C  -5.04759  1.04561  0.88039
C  -5.69631  0.14332  0.03201
C  -4.69601  -0.58207  -0.60402
N  -3.46380  -0.20450  -0.20402
C  -0.25180  1.84735  2.99260
C  -0.42292  3.01227  3.73143
C  -0.47283  2.97211  5.12018
C  -0.36333  1.76029  5.78117
C  -0.19503  0.58942  5.04964
C  -0.13395  0.63478  3.66748
H  -0.21461  2.94796  1.16074
H  0.67912  1.42727  1.09775
H  -2.73374  2.25826  2.02702
H  -5.50204  1.77240  1.53035
H  -6.75608  0.02502  -0.10524
H  -4.83286  -1.37694  -1.32553
H  -0.51614  3.96054  3.21739
H  -0.60785  3.88726  5.67975
H  -0.41577  1.72524  6.85988
H  -0.11973  -0.35890  5.56479
H  0.01204  -0.28154  3.10440
N  1.39112  -2.66243  -1.32203
C  0.52213  -3.90140  -1.16659
C  -0.00339  -4.00042  0.25881
C  -1.24715  -3.16236  0.54487
N  -0.90342  -1.71670  0.64766
C  -2.33030  -3.43252  -0.49388
C  -1.88426  -3.23391  -1.93927
N  -1.81247  -1.78963  -2.30046
C  -0.57094  -3.96322  -2.22803
H  2.09411  -2.59712  -0.57047
H  0.84812  -1.76279  -1.29171
H  1.90188  -2.68565  -2.20594
H  1.21993  -4.72058  -1.34573
H  0.79197  -3.78230  0.97487
H  -0.27115  -5.04923  0.41009
H  -1.63096  -3.48455  1.51731
H  0.03688  -1.60333  1.04552
H  -1.50650  -1.31939  1.37043
H  -3.21531  -2.82859  -0.28452
H  -2.63739  -4.47579  -0.38255
H  -2.63379  -3.69622  -2.59012
H  -2.75746  -1.50247  -2.56078
H  -1.28458  -1.68258  -3.16707
H  -0.17951  -3.69011  -3.21263
H  -0.81753  -5.02500  -2.31439
C  -1.13424  4.87504  -6.84052
O  -1.75719  4.19689  -5.74083
C  -1.06441  3.32186  -5.02084
C  0.28835  2.98592  -5.29190
C  0.91154  2.08855  -4.47716
C  0.25323  1.46927  -3.38119
C  0.96827  0.58240  -2.53336
C  2.43000  0.28076  -2.73469
O  0.41250  0.01118  -1.54317
C  -1.11924  1.80729  -3.15570
O  -1.80153  1.24801  -2.16535
C  -1.75353  2.73381  -3.96075
H  -1.89911  5.53706  -7.23281
H  -0.83299  4.15793  -7.60350
H  -0.28259  5.45633  -6.48863
H  0.81542  3.43157  -6.11781
H  1.94332  1.84437  -4.68336
H  3.00961  1.17671  -2.94425
H  2.58193  -0.38934  -3.58479
H  2.82384  -0.16773  -1.82420
H  -2.78345  2.99783  -3.77664
S  2.48480  -1.26660  1.20410
C  3.45355  -0.74696  2.54772
N  3.86329  0.51245  2.61573
C  4.65587  1.05977  3.71655
C  5.48740  -0.05649  4.32421
C  4.58010  -1.21748  4.69162
N  3.78205  -1.58630  3.52201
H  3.58547  1.10187  1.84756
H  3.98232  1.49902  4.45699
H  5.28017  1.85316  3.30976
H  6.00686  0.30554  5.21000
H  6.24128  -0.38797  3.60767
H  3.90884  -0.94609  5.51013
H  5.14814  -2.09635  4.99357
H  3.46235  -2.53449  3.40346

Properties
energy above the lowest of the compared OMol25 structures with the same formula, charge and spin	8.9	kcal/mol
multiplicity	2
HOMO energy (alpha / beta)	-12.4 / -12.4	eV
strongest force on any atom	1.4	eV/A
HOMO-LUMO gap (alpha / beta)	0.268 / 0.260	hartree
charge	+2
LUMO level (alpha / beta)	-0.1884 / -0.1964	hartree

---

Entry 3:
A structure of composition C31H45As3N2NiOS3 in a non-equilibrium geometry, computed with ωB97M-V with the def2-TZVPD basis set.

Atoms and positions in Å:
Ni  -0.33622  0.16825  -0.21508
C  -1.07072  -3.29885  -0.52108
C  -2.19422  -2.35325  -0.34358
N  -2.01602  -1.07905  -0.16628
C  -3.19372  -0.38955  -0.02308
C  -4.30372  -1.18065  -0.08698
S  -3.86092  -2.82215  -0.33658
C  -3.08852  1.04625  0.15722
C  -4.06122  1.95975  0.43902
S  -3.39582  3.53965  0.53612
C  -1.83012  2.88625  0.20362
N  -1.83582  1.59725  0.02782
C  -0.58652  3.69195  0.17342
H  -0.15322  -2.72125  -0.65688
H  -1.23062  -3.93535  -1.38808
H  -0.96372  -3.94385  0.35022
H  -5.33042  -0.88535  -0.00938
H  -5.10492  1.78915  0.60642
H  -0.78752  4.72265  -0.10638
H  0.11748  3.24665  -0.53278
H  -0.13392  3.68615  1.16762
C  0.06728  1.31875  3.71092
As  -0.21542  0.00715  2.25542
C  -1.76242  -0.88665  3.07142
C  1.07238  -1.43065  2.68172
C  2.56688  -1.24425  2.42492
C  3.09118  -0.02395  3.17562
C  2.89158  -1.11585  0.92442
As  2.09018  0.31375  -0.22048
C  3.01158  -0.21315  -1.86178
C  3.15018  1.91525  0.22142
C  3.29708  -2.52445  2.89422
As  3.27228  -3.31365  4.76342
C  3.58658  -1.85585  6.04762
C  1.38888  -3.73415  5.19902
H  0.34658  0.78185  4.61612
H  -0.87902  1.82985  3.88922
H  0.82608  2.06545  3.48772
H  -1.58852  -1.04985  4.13562
H  -1.94422  -1.84475  2.58672
H  -2.65152  -0.26655  2.95952
H  0.71898  -2.30055  2.11592
H  0.93398  -1.64045  3.74542
H  2.71828  0.88475  2.70092
H  4.17988  -0.00285  3.16462
H  2.75368  -0.04155  4.20952
H  2.60438  -2.04255  0.41132
H  3.97528  -1.00145  0.80132
H  4.07918  -0.34315  -1.67498
H  2.88178  0.54935  -2.63108
H  2.59748  -1.14945  -2.23698
H  4.17038  1.63175  0.48182
H  2.70578  2.47655  1.04302
H  3.17658  2.55895  -0.65968
H  4.36638  -2.40915  2.69252
H  2.95748  -3.36745  2.28242
H  4.46318  -1.27835  5.76532
H  3.78028  -2.30685  7.02002
H  2.71868  -1.20545  6.14542
H  0.87608  -4.16565  4.34282
H  0.84798  -2.86305  5.56552
H  1.39038  -4.47785  5.99492
O  -0.14422  -0.33325  -2.19538
S  -0.02742  0.98965  -2.90808
C  0.02808  0.61325  -4.67668
C  0.70888  1.51875  -5.47228
C  0.73878  1.32685  -6.84318
C  0.07678  0.24545  -7.40178
C  -0.60332  -0.65155  -6.59288
C  -0.62662  -0.47615  -5.21948
C  -1.72802  1.58665  -2.99928
C  -1.98172  2.94405  -3.09228
C  -3.29862  3.37305  -3.11438
C  -4.33342  2.45325  -3.07258
C  -4.06422  1.09585  -3.01698
C  -2.75362  0.65875  -2.97288
H  1.20038  2.36825  -5.02078
H  1.27688  2.02315  -7.46658
H  0.08798  0.10445  -8.47138
H  -1.12412  -1.48865  -7.02938
H  -1.14562  -1.17835  -4.58458
H  -1.16952  3.65345  -3.15748
H  -3.52022  4.42705  -3.17418
H  -5.35462  2.79675  -3.09698
H  -4.87542  0.38455  -3.02458
H  -2.52002  -0.39405  -2.91408

Properties
multiplicity	3
HOMO energy (alpha / beta)	-12.2 / -12.2	eV
strongest force on any atom	2.4	eV/A
HOMO-LUMO gap (alpha / beta)	0.259 / 0.228	hartree
charge	+2
LUMO level (alpha / beta)	-0.1896 / -0.2211	hartree

---

no.,E_tot (Eh)
1,-4481.8578
2,-3064.0714
3,-10802.7148